No. 1
Formula: C7H10
Source: the OMol25 dataset
Level of theory: ωB97M-V/def2-TZVPD

The value obtained for the maximum force is 7.07 eV/A. The value obtained for the energy relative to the best compared isomer or geometry (same formula, charge and spin) is 4.455 eV. As for the calculated total energy: -7416.5801 eV. Its LUMO energy is 0.972 eV. The value obtained for the HOMO-LUMO gap is 9.33 eV.

The geometry in ORCA input format:
```
! wB97M-V def2-TZVPD RIJCOSX def2/J DEFGRID3
* xyz 0 1
C -1.6433 0.6960 1.8077
C -1.2079 1.3981 0.7899
C -0.3952 0.7038 -0.0766
C 0.0759 -0.9087 0.3847
C 1.0063 -1.8440 0.9382
C 0.1779 1.0236 -1.2745
C 1.0982 0.1092 -1.9209
H -2.2575 0.9301 2.5876
H -0.9479 -0.2114 1.9572
H -1.6967 2.3615 0.4665
H -0.6594 -1.4560 -0.1025
H 1.8349 -1.5279 1.5085
H 0.7312 -2.8806 1.0050
H -0.1987 1.8719 -1.8318
H 1.7404 -0.3047 -1.1304
H 1.6766 0.7464 -2.5702
H 0.6652 -0.7073 -2.5385
*
```

natural (NBO) population analysis, charges in e, atoms 1 to 8:
1. C -0.3445
2. C -0.2584
3. C -0.0055
4. C -0.2127
5. C -0.4145
6. C -0.1736
7. C -0.6599
8. H 0.1958



No. 2
Formula: C7H10
Source: the OMol25 dataset
Level of theory: ωB97M-V/def2-TZVPD

The value obtained for the maximum force is 2.88 eV/A. The value obtained for the energy relative to the best compared isomer or geometry (same formula, charge and spin) is 2.964 eV. As for the calculated total energy: -7418.0708 eV. Its LUMO energy is 1.168 eV. The value obtained for the HOMO-LUMO gap is 10.55 eV.

The geometry in ORCA input format:
```
! wB97M-V def2-TZVPD RIJCOSX def2/J DEFGRID3
* xyz 0 1
C -0.1620 1.4713 0.7136
C -0.9282 0.1267 0.6943
C -1.1189 -0.0951 -0.8101
C 0.3559 -0.1447 -1.0788
C 0.7099 -1.5131 -0.2273
C 0.4962 -0.5762 0.9277
C 0.9684 0.6377 0.1312
H -0.5640 2.2951 0.1161
H 0.0740 1.8040 1.7267
H -1.7904 -0.0629 1.3329
H -1.6497 0.7131 -1.3111
H -1.5603 -1.0553 -1.0964
H 0.7384 0.1103 -2.0846
H 0.0874 -2.4223 -0.2366
H 1.5515 -1.4929 -0.8855
H 0.7656 -0.7102 1.9799
H 2.0264 0.9146 0.1079
*
```

natural (NBO) population analysis, charges in e, atoms 1 to 8:
1. C -0.3956
2. C -0.2129
3. C -0.4155
4. C -0.1870
5. C -0.4390
6. C -0.2194
7. C -0.2273
8. H 0.1956



No. 3
Formula: C7H10
Source: the OMol25 dataset
Level of theory: ωB97M-V/def2-TZVPD

The value obtained for the maximum force is 0.20 eV/A. The value obtained for the energy relative to the best compared isomer or geometry (same formula, charge and spin) is 1.127 eV. As for the calculated total energy: -7419.9073 eV. Its LUMO energy is 1.181 eV. The value obtained for the HOMO-LUMO gap is 9.93 eV.

The geometry in ORCA input format:
```
! wB97M-V def2-TZVPD RIJCOSX def2/J DEFGRID3
* xyz 0 1
C 1.0218 0.2235 1.5557
C 0.7883 0.9587 0.2528
C -0.5751 1.1230 -0.3818
C -1.6274 0.1531 0.0430
C -1.3117 -1.0979 -0.2966
C -0.0063 -1.1640 -1.0599
C 0.4895 0.2805 -1.0598
H 2.0924 0.1871 1.7846
H 0.5169 0.7286 2.3867
H 0.6538 -0.8057 1.5277
H 1.4149 1.8428 0.1399
H -0.8628 2.1039 -0.7529
H -2.5157 0.4484 0.5940
H -1.8896 -1.9825 -0.0425
H 0.7088 -1.8573 -0.5953
H -0.1669 -1.5230 -2.0851
H 1.0010 0.6449 -1.9465
*
```

natural (NBO) population analysis, charges in e, atoms 1 to 8:
1. C -0.6167
2. C -0.2079
3. C -0.2708
4. C -0.1951
5. C -0.1914
6. C -0.4493
7. C -0.2188
8. H 0.2124



No. 4
Formula: C7H10
Source: the OMol25 dataset
Level of theory: ωB97M-V/def2-TZVPD

The value obtained for the maximum force is 0.27 eV/A. The value obtained for the energy relative to the best compared isomer or geometry (same formula, charge and spin) is 5.140 eV. As for the calculated total energy: -7415.8948 eV. Its LUMO energy is 0.090 eV. The value obtained for the HOMO-LUMO gap is 8.37 eV.

The geometry in ORCA input format:
```
! wB97M-V def2-TZVPD RIJCOSX def2/J DEFGRID3
* xyz 0 1
C -1.9278 -0.2692 -0.0462
C -1.2622 0.9255 -0.6807
C -0.4415 -0.2141 -0.1721
C 0.3969 -1.2762 -0.8684
C 1.1796 -1.5246 0.4226
C 1.7117 0.8162 0.7726
C 0.5838 -0.2270 0.9556
H -2.4446 -0.9611 -0.7073
H -2.3938 -0.1528 0.9288
H -1.3708 1.0853 -1.7497
H -1.2355 1.8410 -0.0935
H -0.0997 -2.1624 -1.2757
H 1.0728 -0.9044 -1.6469
H 2.4817 0.4784 0.0659
H 1.2944 1.7504 0.3831
H 2.2215 1.0196 1.7165
H 0.2333 -0.2247 1.9955
*
```

natural (NBO) population analysis, charges in e, atoms 1 to 8:
1. C -0.4052
2. C -0.4214
3. C -0.0816
4. C -0.5822
5. C 0.2243
6. C -0.5948
7. C -0.3857
8. H 0.2124